Record 1
{"formula": "C34H45Ge2N2O3S6Sr", "method": "ωB97M-V/def2-TZVPD", "e_homo_ev": -9.54, "charge": 1, "elements": ["H", "C", "H", "H", "H", "C", "H", "C", "N", "H", "H", "H", "C", "S", "C", "H", "C", "H", "C", "H", "H", "C", "Ge", "H", "S", "H", "H", "C", "H", "C", "H", "H", "C", "C", "H", "C", "H", "C", "H", "H", "C", "N", "C", "H", "C", "C", "H", "S", "H", "C", "H", "C", "H", "Sr", "C", "H", "H", "C", "O", "Ge", "H", "H", "H", "S", "H", "C", "C", "C", "C", "C", "C", "C", "C", "O", "H", "H", "H", "S", "C", "H", "H", "C", "H", "C", "H", "H", "C", "S", "H", "O", "H", "H", "H"], "coordinates": [[-0.366321, 2.269836, 2.664623], [0.229226, 0.144437, -3.565042], [-0.829905, -2.865201, 0.901857], [0.423582, -4.817440, 1.871889], [-1.894747, -3.423484, -1.631427], [-0.101050, 2.043606, 4.798969], [-3.037469, 0.205706, 1.640936], [0.457545, -2.186989, 4.207857], [4.922091, -1.318979, -2.617486], [-2.812488, -1.505210, 1.928281], [-3.283155, -3.115846, 0.264379], [4.617099, -0.719523, -1.864096], [0.826580, -0.038887, -4.799035], [-2.813406, -1.247052, -1.916028], [4.169561, -1.402729, -3.742225], [0.292635, 0.214909, -5.703632], [-5.419062, -3.281676, 0.391587], [3.264838, -5.844064, 4.629434], [-0.853841, 1.753059, 3.499268], [0.403714, -4.910639, 0.113598], [2.966607, -5.941264, 7.084611], [4.346569, 1.713620, 1.187765], [0.862557, -1.669905, 2.353373], [0.571710, -2.439120, -0.063763], [2.043853, 2.307816, -0.240109], [3.605609, -2.748245, 1.137364], [2.627827, -0.738036, -5.773836], [2.624453, -5.129122, 5.129160], [-7.560237, -3.243387, 0.288115], [-2.793416, -0.529534, 2.414662], [-7.634655, -1.656059, -1.599391], [1.518567, -4.283081, 8.210180], [5.466830, 2.348070, -1.259749], [-5.502316, -1.489617, -1.740554], [-0.022068, 3.116488, 4.976683], [1.140452, -3.218874, 5.011124], [-3.806202, 0.496396, 4.056745], [6.323511, -1.691065, -2.600884], [5.980110, 1.942464, -2.130372], [6.510512, -2.352116, -1.753200], [2.644905, -0.960129, 1.954156], [0.838372, -0.150573, -2.412464], [3.095654, 2.214389, 1.139145], [-5.394433, -3.972892, 1.223141], [-0.538012, -1.371734, 4.605214], [-4.293669, -1.919207, -1.214479], [-3.636659, -1.240794, 4.288972], [2.481424, 2.788254, 2.670169], [-1.878499, 2.130658, 3.545964], [0.262991, -2.882641, 0.896145], [6.522388, -2.218874, -3.529332], [0.990092, -3.280247, 6.398047], [4.723962, -1.494127, 1.670104], [-0.099269, 0.440402, -0.014064], [2.111069, -0.554106, -4.840944], [4.512691, 2.781745, -1.550117], [-0.780076, 0.537806, -3.494936], [-2.025205, -2.749828, -2.476742], [-1.955422, -0.790959, -0.741524], [-0.989667, -0.176226, 3.139022], [-2.657639, -3.200919, -3.240103], [-4.839060, -0.611909, 3.163085], [0.372972, -2.551041, 6.906586], [5.140762, 1.702170, 2.749304], [-0.615020, 1.598951, 5.652587], [2.089427, -0.617133, -2.465678], [-3.826456, -0.467234, 3.543394], [2.768694, -0.839196, -3.651854], [-4.236875, -2.809734, -0.147731], [1.974089, -4.149564, 4.394673], [3.777355, -1.987428, 1.902075], [-6.683835, -1.977867, -1.197757], [2.456945, -5.183968, 6.504193], [4.542568, -1.907037, -4.780566], [2.116075, -4.106672, 3.320703], [2.608465, -0.408215, 1.004384], [2.552222, -0.826529, -1.506930], [5.187008, 0.949190, -0.145804], [1.640793, -4.253681, 7.135530], [6.095583, 3.087551, -0.770723], [-1.060855, -2.471362, -2.899562], [3.822871, 2.329662, 3.680547], [7.422200, -0.396578, -1.630644], [0.767496, -4.326678, 0.961327], [2.850927, -0.208292, 2.720009], [-0.975829, -1.415678, 5.599275], [-6.639004, -2.868015, -0.136775], [3.831479, 2.512791, 5.302382], [3.899345, -2.492410, 2.860135], [7.155521, -0.554672, -2.542859], [0.912730, 1.640837, 4.782268], [-5.520716, -0.783414, -2.561302], [1.856656, -4.377428, 0.947485]], "atomic_forces_ev_per_a": [[-0.022, 0.010, 0.003], [0.023, -0.063, -0.005], [-0.005, -0.007, -0.009], [0.002, -0.003, 0.001], [-0.003, -0.006, 0.000], [-0.034, -0.007, -0.030], [-0.009, -0.008, -0.008], [0.057, -0.040, -0.025], [-0.042, -0.054, 0.026], [0.015, 0.001, 0.014], [0.002, -0.003, -0.012], [-0.072, 0.027, 0.063], [-0.007, -0.013, -0.009], [-0.072, -0.072, 0.025], [0.039, 0.043, 0.019], [0.002, 0.003, -0.002], [-0.002, -0.001, -0.004], [0.001, 0.000, 0.001], [0.055, -0.018, 0.033], [0.003, -0.003, -0.002], [0.001, -0.001, 0.000], [-0.035, -0.014, 0.006], [-0.143, 0.017, 0.038], [0.002, -0.010, -0.004], [-0.044, 0.052, -0.141], [0.003, -0.004, -0.006], [-0.009, -0.007, -0.003], [0.001, -0.012, 0.010], [-0.001, 0.002, 0.001], [0.007, 0.026, 0.009], [0.001, 0.001, -0.002], [0.001, -0.002, 0.000], [-0.011, -0.002, 0.019], [0.009, 0.001, -0.017], [0.013, 0.002, 0.005], [-0.005, -0.001, 0.016], [-0.007, -0.002, 0.000], [-0.006, 0.024, -0.021], [0.009, -0.003, -0.018], [-0.005, 0.007, 0.005], [0.035, 0.012, 0.037], [-0.101, 0.037, 0.050], [-0.044, 0.003, 0.074], [-0.001, 0.000, 0.001], [0.008, -0.003, 0.038], [0.006, 0.007, 0.028], [-0.004, 0.002, 0.005], [0.060, 0.025, -0.034], [0.004, 0.022, -0.002], [0.021, 0.005, 0.006], [0.008, -0.001, 0.007], [-0.008, -0.008, 0.002], [-0.002, -0.015, 0.001], [0.403, 0.154, 0.153], [0.007, 0.039, -0.026], [0.021, -0.001, -0.009], [0.001, 0.008, -0.006], [0.016, 0.010, 0.020], [-0.217, -0.047, -0.280], [-0.054, -0.122, 0.046], [0.001, -0.007, 0.000], [-0.005, -0.005, 0.005], [0.002, -0.001, 0.005], [-0.007, -0.037, 0.002], [0.002, 0.006, 0.005], [0.041, -0.053, 0.054], [0.008, 0.010, -0.022], [0.033, -0.009, 0.014], [0.002, 0.005, -0.007], [-0.015, 0.039, -0.014], [-0.024, 0.023, -0.020], [0.001, -0.006, 0.003], [0.003, -0.001, -0.019], [-0.045, -0.029, -0.062], [0.017, -0.007, 0.005], [-0.010, -0.004, 0.014], [0.061, 0.008, -0.004], [0.084, 0.057, -0.022], [-0.012, 0.010, 0.012], [0.008, 0.000, -0.012], [-0.001, 0.000, -0.006], [0.009, 0.060, -0.029], [-0.017, -0.022, -0.041], [-0.014, 0.019, -0.014], [0.008, -0.009, -0.020], [0.006, -0.010, 0.001], [0.000, -0.002, 0.005], [0.004, -0.023, 0.015], [0.001, -0.010, 0.007], [0.004, 0.023, 0.040], [-0.009, -0.010, 0.021], [-0.007, 0.003, 0.002], [0.003, -0.007, -0.001]], "lowdin_charge": [0.0149, -0.1452, 0.0339, 0.0711, 0.0595, -0.1875, 0.0540, -0.3344, 0.0921, 0.0315, 0.1013, 0.0369, -0.0190, 0.9775, -0.4348, 0.1177, -0.0498, 0.1080, -0.3757, 0.0703, 0.1077, -1.0179, 0.8731, 0.0399, 0.4110, 0.0641, 0.1334, -0.0682, 0.1159, -0.3821, 0.1160, 0.1089, -0.3426, -0.0744, 0.0786, -0.2362, 0.0667, -0.2266, 0.0328, 0.1315, -0.3659, -0.0613, -1.1674, 0.1169, -0.2121, -0.4027, 0.0685, 0.8977, 0.0632, -0.3716, 0.1283, -0.0285, 0.0560, 1.1907, 0.0330, 0.0087, 0.1071, -0.2025, -0.7546, 0.8263, 0.0769, 0.0699, 0.1079, 0.9177, 0.0729, -0.0982, -0.1612, -0.0791, -0.0804, -0.0597, -0.1366, -0.0546, -0.0741, 0.0886, 0.0730, 0.0101, 0.0980, 0.8120, -0.0669, 0.0500, 0.0489, -1.4881, 0.0730, -0.1569, 0.0471, 0.0655, -0.0495, 0.5842, 0.0690, -0.0380, 0.0232, 0.1125, 0.0593]}

---

Record 2
{"formula": "C37H32CeF10N7O", "method": "ωB97M-V/def2-TZVPD", "e_homo_ev": [-7.43, -7.43], "s_squared": 0.75, "charge": 0, "multiplicity": 2, "elements": ["N", "H", "C", "C", "H", "C", "N", "H", "H", "F", "H", "C", "C", "H", "F", "C", "C", "Ce", "H", "H", "F", "C", "H", "H", "C", "F", "C", "H", "C", "C", "C", "H", "H", "H", "C", "C", "C", "F", "H", "H", "C", "C", "C", "N", "C", "C", "C", "C", "C", "F", "H", "H", "H", "H", "H", "H", "H", "N", "C", "O", "C", "N", "F", "N", "H", "F", "H", "C", "H", "H", "H", "C", "C", "C", "H", "C", "N", "C", "C", "H", "C", "H", "C", "C", "H", "F", "F", "C"], "coordinates": [[0.601042, 1.445039, -1.323280], [2.379040, 3.222232, 0.784775], [-3.879001, -0.356335, 0.904442], [0.063855, -6.058088, 1.531958], [2.088557, -3.989099, -2.442309], [1.472118, 2.293241, -3.339413], [-2.446525, -2.265462, -0.674729], [3.772829, -3.526980, -2.157011], [2.508656, -1.638931, -3.511409], [-0.205240, -5.996612, 3.857778], [-1.538831, 1.490108, -0.979280], [2.762771, -3.485939, -1.748680], [-0.206752, -3.962557, 2.709068], [2.068656, -0.484335, 1.900456], [-0.386653, -3.403227, 3.923418], [2.785342, 4.217434, -2.233714], [1.388851, 3.113441, 0.340156], [-0.145343, -0.892281, -0.855542], [-0.576439, 2.595786, 1.023713], [-1.380102, 0.690331, 1.935872], [0.661967, 4.416400, -6.080446], [-3.683310, -1.651026, 1.371355], [-2.623825, -3.469938, 1.019978], [-4.115821, -3.295033, 0.104516], [-4.358735, 0.636641, 1.748745], [0.330433, -5.953459, -0.809664], [2.353225, -2.054005, -1.539949], [3.137145, 0.549569, -3.163290], [1.629733, 3.294347, -2.127727], [2.385187, 0.222925, -2.446929], [-0.881843, 3.275142, -1.880478], [0.984254, 4.127746, 0.225026], [0.146769, -0.731214, -4.631244], [-0.311132, 0.985946, 3.314305], [-0.706262, 2.053229, -1.406513], [3.039093, 4.966795, -3.308374], [-0.116395, -5.339620, 2.701999], [3.627000, 4.277894, -1.192382], [-2.983961, -3.696801, -4.559891], [0.184537, 5.034619, -2.557477], [-0.608415, -1.440750, -4.328487], [-0.138004, -3.153763, 1.535832], [-1.967649, -2.499635, -3.004143], [1.571125, 2.463570, -0.956420], [-0.397487, 0.457203, 2.351450], [1.965563, 0.594842, 1.824115], [-2.232898, -2.966737, -4.296666], [-0.322621, -1.032708, 2.644308], [0.036579, -3.964284, 0.383397], [0.161621, -7.391352, 1.543615], [-1.225703, -1.277497, 3.210795], [-3.422320, -3.610881, -1.914228], [2.778771, 0.401948, -1.442475], [-5.017840, 1.117469, 3.732007], [2.737172, -4.001044, -0.792353], [-4.676113, -1.179257, 4.581035], [-3.683342, -0.146534, -0.141466], [-0.949164, -1.560280, -3.033449], [0.481380, 3.301034, -3.952971], [2.058291, -1.605546, -0.412744], [-3.225291, -2.753878, 0.449404], [0.606665, 0.934406, 1.397008], [0.099095, -3.348893, -0.855206], [-0.230191, -1.822385, 1.420156], [0.615779, 2.841422, 2.297240], [2.782089, 5.815552, -5.480088], [2.214924, 1.055263, 2.791699], [1.056325, 0.972886, -2.662068], [-4.513643, 1.639362, 1.368180], [-1.282028, -2.384098, -6.214657], [2.346271, 2.159428, -3.973342], [0.454850, 2.386965, 1.307532], [0.142980, -5.336033, 0.359424], [-2.656319, -2.835330, -1.817078], [0.532451, -1.223181, 3.300756], [-3.981601, -1.937272, 2.700123], [2.328898, -1.248825, -2.600792], [2.280113, 4.983175, -4.557899], [-4.453448, -0.947115, 3.547486], [2.673186, 0.946107, 1.073437], [-1.358409, -2.291658, -5.143072], [-3.831178, -2.941758, 3.080929], [1.194954, 4.268374, -4.869134], [0.254297, 3.948276, -2.559497], [-1.843348, 3.769192, -1.854909], [4.104357, 5.777853, -3.300935], [-0.628874, 2.821262, -4.582826], [-4.642075, 0.344754, 3.073624]], "atomic_forces_ev_per_a": [[0.191, 0.552, -0.674], [-0.012, 0.029, 0.010], [-0.029, -0.066, -0.056], [-0.016, 0.111, 0.096], [-0.020, 0.040, -0.019], [-0.217, -0.111, 0.022], [-0.034, -0.020, -0.429], [-0.002, 0.022, 0.001], [-0.080, -0.095, -0.035], [0.002, -0.065, 0.100], [-0.074, -0.001, 0.002], [-0.048, 0.001, 0.078], [0.004, 0.222, -0.199], [0.026, 0.007, -0.006], [-0.033, 0.052, 0.063], [0.108, 0.139, -0.188], [-0.077, -0.033, 0.064], [-0.808, 1.279, 0.704], [-0.040, -0.033, 0.081], [-0.117, 0.066, -0.002], [-0.048, -0.006, -0.078], [0.003, 0.003, -0.001], [-0.061, 0.054, 0.055], [0.050, -0.038, -0.092], [0.057, 0.037, -0.054], [-0.007, -0.088, -0.068], [0.931, -0.385, -0.490], [0.010, -0.011, 0.000], [-0.148, -0.051, -0.228], [-0.514, 0.153, 0.033], [0.014, 0.012, -0.036], [-0.042, -0.017, -0.021], [-0.012, 0.039, 0.080], [-0.023, 0.058, -0.014], [-0.073, -0.126, 0.039], [0.096, -0.146, 0.348], [0.038, -0.075, -0.139], [-0.009, 0.027, 0.105], [0.016, 0.007, -0.018], [-0.013, 0.001, 0.037], [0.113, -0.057, -0.260], [0.088, -0.697, 0.049], [0.132, -0.087, -0.502], [0.250, -0.106, 0.271], [0.003, -0.332, 0.053], [-0.047, -0.024, -0.087], [-0.091, -0.090, 0.313], [0.028, -0.065, -0.114], [-0.024, 0.087, 0.204], [0.013, -0.072, -0.024], [0.032, 0.037, 0.085], [-0.020, 0.005, 0.038], [0.134, -0.011, -0.049], [0.014, -0.009, 0.006], [-0.008, -0.022, -0.017], [0.009, -0.023, -0.003], [0.003, 0.057, 0.007], [-0.558, -0.396, -0.088], [-0.025, -0.021, 0.230], [0.609, -0.179, 0.037], [0.061, 0.051, 0.129], [0.028, -0.124, 0.266], [-0.022, -0.516, 0.269], [-0.180, 0.231, 0.046], [-0.015, 0.009, 0.020], [0.067, 0.053, -0.027], [-0.029, 0.010, 0.013], [0.429, 0.243, -0.011], [-0.009, -0.015, 0.007], [0.003, 0.025, 0.005], [0.014, -0.007, 0.004], [0.018, 0.042, -0.246], [-0.014, 0.056, -0.046], [-0.265, 0.159, 0.278], [-0.012, -0.020, 0.048], [0.087, 0.019, 0.051], [0.176, 0.008, 0.297], [-0.272, -0.127, -0.216], [-0.017, 0.047, 0.000], [0.022, -0.012, 0.016], [0.109, 0.121, -0.037], [0.013, -0.007, -0.028], [0.175, 0.131, 0.090], [0.011, 0.054, -0.048], [-0.048, -0.096, -0.010], [0.032, 0.060, -0.052], [0.010, 0.029, -0.083], [-0.019, 0.036, 0.046]], "lowdin_charge": [-0.2293, 0.1152, -0.0530, -0.1571, 0.1028, -0.0680, -0.0580, 0.0980, 0.1587, 0.1243, 0.1096, 0.0393, -0.1268, 0.0809, 0.0771, -0.1152, -0.1202, 1.3479, 0.1109, 0.1094, 0.1278, -0.2089, 0.1128, 0.1305, -0.0889, 0.1217, -0.5292, 0.1259, -0.2431, -0.1325, 0.0121, 0.1349, 0.0909, 0.1325, -0.1044, -0.1354, -0.1533, 0.1138, 0.1018, 0.1559, -0.1652, -0.2076, -0.3370, -0.0153, -0.1851, -0.0559, -0.0485, -0.2086, -0.1209, 0.1115, 0.1111, 0.1384, 0.1232, 0.1006, 0.0938, 0.1043, 0.1059, -0.0955, -0.3061, -0.0925, -0.1658, -0.2281, -0.0266, -0.0888, 0.1308, 0.1101, 0.1049, -0.2170, 0.1033, 0.0877, 0.1428, -0.1798, -0.1551, -0.0970, 0.1177, -0.0470, 0.1064, -0.1343, -0.0800, 0.0883, -0.0899, 0.1185, -0.1144, -0.0821, 0.1259, 0.1105, 0.0903, -0.0931]}